# 1
Formula: C46H94O12
Source: the Open Molecules 2025 dataset
Level of theory: ωB97M-V with the def2-TZVPD basis set

```
! wB97M-V def2-TZVPD RIJCOSX def2/J DEFGRID3
* xyz 0 1
C -3.32092 5.71058 6.07962
C -3.10814 4.82411 7.27781
C -2.69374 5.78008 8.41338
O -2.39714 6.94277 7.76792
C -2.52892 6.95321 6.34718
H -4.38841 5.87943 5.93810
H -3.00989 5.19940 5.16855
H -2.27941 4.14594 7.07435
H -3.94875 4.17905 7.53354
H -1.78050 5.42290 8.88934
H -3.49641 5.95448 9.12990
H -1.59430 7.15582 5.82417
H -3.10016 7.85148 6.11290
C 3.67900 -7.20029 -4.86918
C 4.71363 -7.57419 -5.88985
C 3.88493 -7.51020 -7.10667
O 2.92414 -6.46321 -6.87637
C 2.70228 -6.20241 -5.54357
H 4.20610 -6.73302 -4.03737
H 3.19311 -8.07863 -4.44427
H 5.29070 -8.49878 -5.87484
H 5.52736 -6.85139 -5.94903
H 3.40325 -8.47328 -7.27566
H 4.49361 -7.13513 -7.92943
H 1.68037 -6.19124 -5.16453
H 3.18492 -5.22659 -5.48953
C 7.49330 0.29451 -6.36052
C 8.64753 0.94696 -7.15177
C 9.76338 1.16294 -6.14763
O 9.58409 0.02735 -5.37910
C 8.17245 -0.23373 -5.08333
H 7.08399 -0.60024 -6.82956
H 6.68294 0.99818 -6.17007
H 8.31643 1.90421 -7.55445
H 8.92085 0.27910 -7.96869
H 9.73350 2.06208 -5.53219
H 10.71802 1.26841 -6.66304
H 7.80428 0.22443 -4.16538
H 8.10430 -1.32157 -5.07599
C 6.36129 -4.11688 3.13854
C 6.06917 -2.87587 3.91158
C 5.77092 -3.44655 5.27951
O 4.98652 -4.57454 4.99031
C 5.59010 -5.23970 3.87214
H 7.40547 -4.39872 3.00300
H 5.99511 -3.98773 2.12005
H 5.19391 -2.34076 3.54322
H 6.91583 -2.19418 3.83052
H 5.06304 -2.81183 5.81256
H 6.69198 -3.46308 5.86215
H 4.78694 -5.65181 3.26125
H 6.19458 -6.02955 4.31804
C -4.29203 -8.77530 -2.90580
C -4.36719 -8.19168 -1.48812
C -3.37924 -9.10383 -0.83893
O -3.54025 -10.38394 -1.44927
C -4.39720 -10.21223 -2.61071
H -3.34642 -8.51523 -3.38152
H -5.07828 -8.42677 -3.57544
H -5.33065 -8.28459 -0.98691
H -3.98538 -7.17541 -1.39048
H -3.61349 -9.14007 0.22498
H -2.36451 -8.71163 -0.90689
H -5.41768 -10.58334 -2.51588
H -4.20346 -10.77413 -3.52441
C 5.69474 3.43807 9.71459
C 7.09327 2.96898 9.56851
C 7.69497 3.87058 8.44948
O 6.57775 4.00394 7.65536
C 5.40192 4.22451 8.41268
H 5.48854 4.16494 10.50023
H 4.97992 2.62585 9.84665
H 7.07827 1.94013 9.20886
H 7.62715 3.04824 10.51550
H 8.53819 3.47480 7.88339
H 7.93650 4.89198 8.74361
H 4.61023 3.91239 7.73158
H 5.38474 5.31370 8.45092
C -6.64626 -0.86728 -7.96444
C -8.03849 -1.48605 -7.64416
C -7.89824 -2.12068 -6.27066
O -7.01481 -1.14411 -5.78174
C -5.91092 -0.92613 -6.67251
H -6.65109 0.10656 -8.45402
H -6.13751 -1.58697 -8.60579
H -8.30304 -2.23709 -8.38850
H -8.78089 -0.69006 -7.58624
H -7.56395 -3.15670 -6.21568
H -8.83557 -1.97073 -5.73491
H -5.21938 -1.75456 -6.51899
H -5.41646 0.03718 -6.54740
C 3.71429 9.23791 -5.24623
C 4.70061 9.92366 -4.31850
C 4.27357 9.61638 -2.86539
O 3.36806 8.51282 -3.11257
C 3.48229 7.99328 -4.38994
H 3.96850 9.01077 -6.28154
H 2.81984 9.85901 -5.29427
H 4.83061 11.00532 -4.35324
H 5.71147 9.58593 -4.54698
H 3.75998 10.48815 -2.46002
H 5.15808 9.43140 -2.25585
H 2.59601 7.42635 -4.67487
H 4.27802 7.25219 -4.46547
C -2.22559 -4.49450 6.40164
C -3.57033 -3.91889 6.81963
C -4.39129 -5.03176 6.23459
O -3.70259 -6.12666 6.80614
C -2.30413 -5.87601 6.92497
H -1.34114 -3.99738 6.80005
H -2.07029 -4.46333 5.32321
H -3.75664 -2.98779 6.28443
H -3.81516 -3.78342 7.87310
H -4.28523 -5.14078 5.15526
H -5.43182 -4.95069 6.54896
H -1.71806 -6.47428 6.22735
H -2.05698 -6.05758 7.97094
C -0.17122 0.52957 -0.99147
C 0.43275 0.98404 0.40055
C 1.31615 2.08868 -0.02872
O 2.00082 1.58997 -1.16218
C 1.07599 0.66865 -1.81757
H -0.99320 1.11742 -1.39997
H -0.56887 -0.48447 -0.95024
H 1.08898 0.17859 0.73027
H -0.38975 1.08961 1.10797
H 1.99043 2.40279 0.76800
H 0.75282 2.99208 -0.26248
H 1.55685 -0.29629 -1.65711
H 0.87085 0.77178 -2.88310
C -5.56171 5.88506 -3.11692
C -5.44406 6.02144 -1.58804
C -6.84763 6.61259 -1.30083
O -7.70908 6.17296 -2.31141
C -7.00280 5.36827 -3.27147
H -4.80379 5.21631 -3.52483
H -5.28138 6.85824 -3.51997
H -4.67773 6.69540 -1.20513
H -5.16162 5.08527 -1.10646
H -6.85325 7.69640 -1.18489
H -7.17331 6.35421 -0.29323
H -7.47424 5.49941 -4.24544
H -7.03127 4.28515 -3.15249
C -8.85530 0.07104 3.22051
C -8.68148 0.32386 1.70061
O -7.52153 -0.37255 1.22068
H -8.79230 -1.00998 3.34521
H -9.86005 0.37303 3.51610
H -8.08615 0.53997 3.83420
H -8.48343 1.39091 1.59912
H -9.64133 0.09351 1.23831
H -7.67162 -0.37864 0.27250
*
```

Calculated values
- SMILES string: C1CCOC1.C1CCOC1.C1CCOC1.C1CCOC1.C1CCOC1.C1CCOC1.C1CCOC1.C1CCOC1.C1CCOC1.C1CCOC1.C1CCOC1.CCO
- Kohn-Sham gap: 9.671 eV
- E_HOMO: -9.4 eV
- E: -73784.889 eV
- Energy above the lowest of the compared OMol25 structures with the same formula, charge and spin: 459.6 kJ/mol

=====

# 2
Formula: C46H95In2N5O8
Source: the Open Molecules 2025 dataset
Level of theory: ωB97M-V with the def2-TZVPD basis set

```
! wB97M-V def2-TZVPD RIJCOSX def2/J DEFGRID3
* xyz 4 1
In 2.54825 -0.45844 -2.44874
In 3.19760 0.44180 2.48437
C 0.78853 0.17424 0.30413
O 1.63839 1.12171 0.04035
O 0.35976 -0.46662 -0.70975
O 0.70388 -0.25506 1.50213
C 4.89183 -3.06889 6.18958
C 3.76626 -3.88211 5.54462
C 3.17699 -4.78873 6.64046
C 1.85878 -5.42187 6.24328
C 0.87083 -4.31722 5.88652
C 1.36152 -3.39306 4.75220
N 2.72892 -3.00175 5.03765
O 3.19917 -2.06809 4.11884
C 1.17957 -4.11986 3.41361
C 0.47227 -2.13082 4.77378
C 4.32658 -4.77404 4.39815
H 5.45857 -2.47044 5.46499
H 5.52906 -3.67947 6.81454
H 4.44180 -2.20354 6.69178
H 3.94175 -5.54249 6.84739
H 3.12315 -4.23200 7.58016
H 1.46428 -6.07678 7.01848
H 2.03788 -6.09137 5.39521
H 0.52694 -3.76648 6.76098
H -0.00893 -4.83874 5.49543
H 1.62957 -3.53744 2.60002
H 1.47040 -5.16935 3.39470
H 0.12251 -4.14880 3.12696
H 0.28585 -1.79735 3.74733
H -0.52636 -2.29642 5.17885
H 0.93099 -1.34801 5.37529
H 5.40177 -4.69197 4.22481
H 3.96920 -4.46540 3.39914
H 4.06107 -5.82512 4.48046
H 3.69682 -2.61396 3.47627
C -4.25363 1.20230 4.28037
C -4.14930 0.45916 2.92803
C -5.48016 0.39598 2.17521
C -5.88207 1.71655 1.52706
C -4.79336 2.21509 0.58024
C -3.38068 2.23873 1.21385
N -3.15875 0.99669 2.02269
O -1.92519 1.01099 2.60790
C -2.31719 2.21026 0.12290
C -3.19790 3.52125 2.04271
C -3.70795 -1.01319 3.21944
H -4.60385 2.21935 4.12958
H -3.34516 1.10632 4.87008
H -5.02372 0.71465 4.88326
H -5.30370 -0.31027 1.35066
H -6.27871 -0.03589 2.77345
H -6.19953 2.41143 2.30885
H -6.78486 1.49831 0.95237
H -5.08515 3.25165 0.40382
H -4.75102 1.61566 -0.32729
H -1.33514 2.28854 0.60924
H -2.26628 1.36173 -0.56247
H -2.33347 3.09050 -0.52391
H -2.22825 3.48327 2.55139
H -3.20933 4.35990 1.35248
H -3.89192 3.66359 2.86624
H -4.60395 -1.62375 3.36495
H -3.20831 -1.11104 4.18136
H -3.19127 -1.45161 2.36943
H -1.35251 0.60756 1.91969
C 1.80678 -6.85774 -3.25424
C 0.65179 -5.85874 -3.51959
C -0.68649 -6.56599 -3.55804
C -1.23348 -6.94893 -2.16270
C -1.26297 -5.67712 -1.33384
C 0.12715 -5.01315 -1.14823
N 0.68493 -4.83470 -2.48917
O 1.68382 -3.93072 -2.63451
C -0.12479 -3.61997 -0.57881
C 0.98161 -5.82454 -0.16756
C 0.92716 -5.25718 -4.92244
H 2.72770 -6.39787 -2.88840
H 2.06148 -7.49509 -4.10105
H 1.53531 -7.58592 -2.48257
H -1.42797 -6.00131 -4.13205
H -0.65637 -7.52036 -4.09073
H -0.53592 -7.69457 -1.78211
H -2.24325 -7.33162 -2.27990
H -1.58801 -5.89625 -0.31399
H -1.97433 -4.95637 -1.73782
H -0.69542 -2.92754 -1.19380
H -0.55762 -3.65951 0.42250
H 0.82210 -3.10243 -0.37393
H 1.68660 -5.19272 0.38667
H 0.36138 -6.31439 0.58398
H 1.59527 -6.63431 -0.56245
H 1.97731 -5.03901 -5.08090
H 0.31856 -4.36129 -5.05271
H 0.52312 -5.96922 -5.63810
H 2.36159 -4.20782 -1.98351
C 1.21663 9.74291 -1.03361
C 1.43611 8.37119 -0.37117
C 0.54838 8.34829 0.86710
C 0.62721 6.99648 1.57214
C 0.12783 5.92452 0.58497
C 0.80175 5.94773 -0.78632
N 1.00895 7.30153 -1.28699
O 1.66634 7.34944 -2.45255
C 2.07423 5.04342 -0.70272
C -0.20091 5.33350 -1.80891
C 2.93874 8.23769 -0.05240
H 1.95772 9.94132 -1.80872
H 1.28932 10.57355 -0.33531
H 0.23223 9.79010 -1.50055
H 0.81877 9.14944 1.54908
H -0.47619 8.49159 0.51578
H -0.01280 6.98376 2.45169
H 1.66051 6.79157 1.85579
H -0.95789 6.01077 0.51309
H 0.33274 4.96731 1.07375
H 2.52208 5.05569 0.28855
H 1.78688 4.03035 -0.96610
H 2.84837 5.40377 -1.38479
H 0.18982 5.30287 -2.82198
H -0.45253 4.31684 -1.50925
H -1.11542 5.92455 -1.77218
H 3.60064 8.36557 -0.90723
H 3.18206 7.29086 0.42890
H 3.16726 9.03036 0.66258
H 2.47692 6.80848 -2.38563
C 0.15737 2.80528 -5.71683
C 0.29324 2.09107 -4.35017
C -0.93245 2.36296 -3.46581
C -2.16306 1.52941 -3.79635
C -1.81800 0.03951 -3.75312
C -0.71333 -0.25616 -4.74851
N 0.42623 0.62866 -4.50159
O 1.56149 0.29926 -5.28430
C -0.22452 -1.66648 -4.40115
C -1.24411 -0.29552 -6.18579
C 1.52384 2.64761 -3.62776
H 0.97511 3.46053 -5.99025
H -0.84476 3.24386 -5.79752
H -0.01077 2.11191 -6.55448
H -0.65860 2.16781 -2.42153
H -1.24105 3.40488 -3.56538
H -2.53926 1.77460 -4.79508
H -2.96434 1.80316 -3.10624
H -2.75023 -0.50543 -3.91320
H -1.54403 -0.18745 -2.71444
H 0.58800 -2.03500 -5.03061
H 0.08696 -1.72923 -3.35057
H -1.01938 -2.41342 -4.50117
H -2.00009 -1.07499 -6.25512
H -1.68820 0.62796 -6.55747
H -0.43772 -0.52705 -6.88849
H 2.40691 2.29698 -4.16308
H 1.51412 2.23718 -2.60862
H 1.45884 3.72909 -3.59137
H 1.27588 0.39023 -6.20867
*
```

Calculated values
- Kohn-Sham gap: 1.635 eV
- E_HOMO: -16.1 eV
- E: -83370.262 eV
- Energy above the lowest of the compared OMol25 structures with the same formula, charge and spin: 144.7 kJ/mol

=====

# 3
Formula: C47H104FN7O11Si2
Source: the Open Molecules 2025 dataset
Level of theory: ωB97M-V with the def2-TZVPD basis set

```
! wB97M-V def2-TZVPD RIJCOSX def2/J DEFGRID3
* xyz 0 1
C -8.81291 -4.50291 -2.76692
C -8.23657 -3.51784 -3.79333
C -6.74521 -3.74886 -4.08714
C -6.04546 -2.50511 -4.64276
C -4.52197 -2.60822 -4.62482
C -3.91208 -2.54908 -3.20859
C -2.68454 -1.63047 -3.14579
C -1.85482 -1.78417 -1.87494
C -0.95246 -3.01349 -1.87243
C -0.21906 -3.21040 -0.53851
C 1.08977 -2.39019 -0.47814
Si 1.64877 -2.07552 1.27324
C 0.76503 -0.54129 1.90926
C -0.68524 -0.31290 1.44220
C -1.31360 0.94127 2.05671
C -1.66075 0.77704 3.52984
O -2.72938 -0.14941 3.72716
C 3.49263 -1.72730 1.41111
C 4.39912 -2.26823 0.27767
C 5.13835 -1.13540 -0.45097
C 6.37094 -0.60778 0.31962
C 6.30033 0.90523 0.54876
C 7.48604 1.48009 1.29373
O 7.65365 0.92048 2.61116
C 6.66630 1.23619 3.47739
C 5.95707 0.06289 4.07112
O 6.40638 2.35567 3.72980
O 1.31758 -3.46626 2.16103
Si 0.31855 -3.56302 3.46156
C -0.24522 -5.35830 3.68404
F -0.65088 -5.45889 5.03866
C 0.82058 -6.40137 3.35758
C 0.58170 -7.07910 1.99391
H -9.18582 -5.41296 -3.23618
H -8.03601 -4.80535 -2.05782
H -9.62631 -4.06312 -2.18368
H -8.37790 -2.48475 -3.45981
H -8.80180 -3.62477 -4.72530
H -6.66305 -4.54736 -4.83149
H -6.25064 -4.07753 -3.16726
H -6.37157 -2.36746 -5.68143
H -6.37866 -1.61474 -4.09550
H -4.11203 -1.77585 -5.21092
H -4.20720 -3.52435 -5.13489
H -3.58830 -3.55279 -2.91740
H -4.67126 -2.20789 -2.49714
H -3.04047 -0.59778 -3.22505
H -2.07063 -1.80537 -4.03736
H -1.21528 -0.89734 -1.77462
H -2.51766 -1.78837 -1.00068
H -1.56400 -3.90466 -2.06340
H -0.23279 -2.93951 -2.69384
H -0.89859 -2.95268 0.28251
H 0.01813 -4.27165 -0.41566
H 1.84272 -2.93545 -1.05291
H 0.95263 -1.41629 -0.95575
H 0.85846 -0.42020 2.99695
H 1.35131 0.28548 1.48025
H -1.31888 -1.18136 1.64755
H -0.65409 -0.20127 0.35451
H -0.60462 1.77111 1.94911
H -2.23741 1.18613 1.52723
H -1.98771 1.73341 3.94530
H -0.79076 0.45997 4.11804
H -2.34767 -1.03642 3.75971
H 3.87798 -2.03901 2.38820
H 3.57136 -0.63146 1.40930
H 5.15106 -2.94123 0.70264
H 3.84555 -2.84591 -0.46447
H 5.43853 -1.45768 -1.45324
H 4.44838 -0.29802 -0.61008
H 6.44616 -1.12082 1.28287
H 7.28113 -0.81758 -0.25194
H 6.25190 1.41277 -0.42230
H 5.35805 1.14955 1.05618
H 8.41436 1.26103 0.76165
H 7.40667 2.56745 1.39098
H 5.76806 0.23103 5.13077
H 6.49472 -0.86787 3.90668
H 4.98470 -0.00623 3.57297
H -0.89293 -2.71615 3.35067
H 1.03449 -3.16630 4.69640
H -1.15073 -5.53804 3.09329
H 1.82247 -5.96552 3.37859
H 0.77873 -7.14724 4.15629
H -0.04231 -6.44658 1.35526
H 0.07071 -8.03499 2.10932
H 1.52107 -7.21978 1.45894
C 2.55145 0.95345 -2.68251
O 1.75774 0.32724 -1.99390
N 2.50900 2.28615 -2.83420
C 3.46448 2.99777 -3.65643
C 1.45396 3.01400 -2.13517
H 3.37477 0.47082 -3.23272
H 4.02268 3.72050 -3.05750
H 2.94974 3.52998 -4.45987
H 4.17256 2.29354 -4.08696
H 1.54543 2.85238 -1.05948
H 0.47207 2.65819 -2.43693
H 1.54112 4.07604 -2.35579
C -11.44430 -7.11214 -2.17181
O -10.38735 -7.48521 -2.64158
N -11.67532 -6.95615 -0.85287
C -12.95101 -6.50543 -0.33928
C -10.59530 -7.25023 0.07366
H -12.31605 -6.85714 -2.79845
H -12.83536 -5.57343 0.21786
H -13.38778 -7.25582 0.32302
H -13.63598 -6.33215 -1.16712
H -9.73361 -6.61495 -0.13370
H -10.27892 -8.28864 -0.02750
H -10.93993 -7.07342 1.08975
C 6.34218 3.90921 8.19821
O 6.07682 4.19078 9.35118
N 7.57990 3.95645 7.66699
C 7.83792 3.60814 6.28342
C 8.67864 4.37144 8.52013
H 5.57470 3.58460 7.47476
H 8.53737 2.77053 6.22616
H 8.26929 4.45803 5.75038
H 6.91202 3.32503 5.79233
H 8.77333 3.70121 9.37523
H 8.50661 5.37798 8.90297
H 9.60081 4.35584 7.94382
C -2.46009 3.08700 -2.50751
O -1.52240 3.23839 -1.73847
N -3.57950 2.39728 -2.23189
C -4.68059 2.30882 -3.17224
C -3.69805 1.73239 -0.94289
H -2.46765 3.53442 -3.51556
H -5.58664 2.73386 -2.73643
H -4.87468 1.26897 -3.44087
H -4.43413 2.86239 -4.07652
H -3.59279 2.45811 -0.14060
H -2.91201 0.98588 -0.82288
H -4.67007 1.25037 -0.87309
C 7.51490 1.07083 -3.27643
O 6.32005 1.21628 -3.46450
N 8.22215 -0.00029 -3.67641
C 9.64306 -0.12635 -3.42316
C 7.52762 -1.06337 -4.38490
H 8.12543 1.82201 -2.74726
H 10.19499 -0.20835 -4.36120
H 9.84829 -1.01146 -2.81785
H 9.99768 0.75187 -2.88699
H 7.07563 -0.67882 -5.29927
H 6.73253 -1.47784 -3.76460
H 8.23799 -1.84767 -4.63396
C -5.74068 6.31991 0.68740
O -6.47789 5.36495 0.51637
N -4.40199 6.27393 0.58004
C -3.53799 7.42345 0.76977
C -3.77075 5.01132 0.24804
H -6.12085 7.32336 0.94377
H -2.96483 7.62028 -0.13440
H -2.83723 7.23639 1.58602
H -4.12523 8.30757 1.01158
H -4.13197 4.64176 -0.71250
H -3.99820 4.26534 1.01125
H -2.69465 5.15606 0.19257
C 0.41704 8.48007 -0.31437
O -0.79272 8.60796 -0.34782
N 1.04770 7.29428 -0.20879
C 2.49093 7.18751 -0.17272
C 0.24248 6.08449 -0.13010
H 1.10663 9.33867 -0.37292
H 2.85364 6.58547 -1.00867
H 2.82011 6.72403 0.75942
H 2.93202 8.18008 -0.24213
H -0.38205 5.97711 -1.01770
H -0.41272 6.12152 0.74128
H 0.89891 5.22154 -0.04928
*
```

Calculated values
- Kohn-Sham gap: 9.154 eV
- E_HOMO: -8.9 eV
- E: -101855.672 eV

=====

- Number 1 is which compound?
  C46H94O12

=====

- Number 3 is which compound?
  C47H104FN7O11Si2

=====

- Which of these has the lowest E?
  C47H104FN7O11Si2

=====

- Among the records above, which one has the highest E?
  C46H94O12